(1)
Computed, not measured: C42H37N8O6SSeTb as an isolated structure in a non-equilibrium geometry, with the ωB97M-V functional and the def2-TZVPD basis.

Energy, a.u.: -6136.3348
Expectation value of S²: 12.06
Multiplicity: 7

Each line ends with the Löwdin charge.
Positions of all 96 atoms, in Å:
C: 1.71 3.41 3.32  -0.450
C: -0.41 1.11 -4.38  -0.179
H: -2.75 4.30 -3.63  0.106
H: 1.64 0.96 7.28  0.113
C: -1.78 -2.38 3.99  -0.069
H: -3.16 2.67 2.67  0.125
H: 2.17 -1.13 6.11  0.113
H: 0.25 -0.88 -5.03  0.120
C: 4.24 -2.96 0.71  -0.048
C: -3.10 -3.05 -0.03  -0.055
C: -1.55 1.28 2.94  -0.625
S: -2.20 -0.52 -0.47  0.633
C: -2.61 1.95 2.04  -0.071
C: 3.29 -0.68 0.62  -0.158
C: 2.04 -0.20 5.56  -0.038
C: 3.81 4.17 -2.22  -0.030
H: -2.95 -2.84 1.02  0.095
C: 1.79 1.00 6.21  -0.038
O: -2.84 0.47 -1.31  -0.287
C: -0.65 -1.86 3.38  -0.058
C: -0.53 2.41 -2.54  -0.690
N: 1.73 3.18 1.97  -0.007
C: 5.43 -2.55 0.17  -0.090
H: 4.17 4.87 -2.96  0.108
C: -2.77 -2.10 -0.97  -0.280
N: -2.76 -0.39 1.05  -0.110
H: -2.66 -1.53 -3.02  0.116
N: 1.10 -1.88 1.80  0.021
H: -1.23 5.04 -4.26  0.097
N: -0.10 1.24 -3.05  0.122
C: 3.73 2.81 -2.50  -0.042
C: -1.45 -4.45 2.77  -0.084
H: 3.35 5.65 -0.65  0.133
H: -3.94 -4.95 0.33  0.119
H: 4.07 -3.98 1.01  0.101
N: -1.08 3.09 -3.58  -0.069
H: -4.61 -6.46 -1.43  0.073
H: 0.24 -4.46 1.41  0.102
H: -3.53 -3.86 -3.76  0.120
O: -1.78 1.14 4.13  0.066
C: -0.22 0.08 -5.29  -0.009
H: -1.41 1.71 -8.00  0.102
C: 2.23 -0.18 4.20  -0.130
H: 6.58 -0.84 -0.41  0.089
C: 1.82 2.10 4.08  -0.176
H: -0.32 -0.90 3.70  0.071
C: -1.68 4.40 -3.51  -0.026
C: -3.42 -3.55 -2.72  -0.031
N: 2.11 0.94 3.47  -0.001
H: -3.59 -6.27 -2.87  0.083
C: -3.66 -4.23 -0.43  -0.029
O: -0.50 0.84 2.31  -0.299
O: -0.75 -0.58 -0.47  -0.358
C: 0.05 -2.57 2.42  -0.255
H: 6.24 -3.24 0.02  0.094
H: 4.77 0.78 0.01  0.074
Se: -0.35 2.96 -0.81  0.828
C: -1.44 2.56 -6.05  0.002
C: 4.59 -0.28 0.20  -0.159
C: -1.05 2.30 -4.73  -0.142
C: 5.63 -1.17 -0.05  -0.079
H: 3.13 0.90 -1.75  0.103
H: -5.26 -5.72 -2.87  0.080
H: -1.77 -5.45 2.56  0.093
C: 2.23 4.22 1.17  -0.452
H: -2.15 -0.81 1.71  0.064
H: 0.19 0.49 -2.41  0.140
H: -4.18 0.43 2.30  0.119
C: -2.93 -2.32 -2.33  -0.044
C: -3.52 0.79 1.52  -0.155
O: 2.33 5.40 1.44  0.097
C: -1.18 1.54 -6.95  -0.093
C: -0.34 -3.89 2.12  -0.013
C: 3.20 1.96 -1.55  -0.174
H: -2.14 2.49 1.20  0.040
H: 2.51 -1.08 3.66  0.103
N: 2.74 2.38 -0.37  -0.038
C: -2.21 -3.67 3.66  -0.085
C: 3.19 -2.05 0.91  -0.342
H: 4.03 2.36 -3.45  0.115
N: 2.06 -2.63 1.47  0.080
C: -4.36 -5.82 -2.27  -0.044
Tb: 1.31 0.94 1.16  1.512
H: -1.87 3.51 -6.33  0.114
H: -0.50 -0.48 -7.32  0.104
C: 3.34 4.61 -0.99  0.007
H: 1.53 3.13 5.92  0.129
O: 1.70 4.46 3.93  0.101
C: 1.71 2.15 5.47  0.013
H: -1.46 4.83 -2.53  0.054
H: -3.12 -4.00 4.14  0.098
H: -2.26 -1.79 4.77  0.118
C: -0.63 0.31 -6.59  -0.088
C: -3.85 -4.49 -1.78  -0.261
C: 2.79 3.69 -0.12  -0.258
H: -4.17 1.14 0.72  0.109

(2)
Computed, not measured: an isolated ion of composition HN2O3S and charge -1 in a non-equilibrium geometry, with the ωB97M-V functional and the def2-TZVPD basis.

Energy, a.u.: -733.9738
Net charge: -1

Each line ends with the Löwdin charge.
Positions of all 7 atoms, in Å:
N: -1.59 1.00 0.61  -0.101
O: 1.96 1.23 0.95  -0.591
O: -2.18 0.06 1.04  -0.131
H: 0.08 -0.41 0.08  0.011
S: 1.15 1.79 -0.17  0.588
N: -0.30 0.49 -0.16  -0.201
O: 1.68 1.71 -1.53  -0.576

(3)
Computed, not measured: the molecule C2H7FN2, with the ωB97M-V functional and the def2-TZVPD basis.

Energy, a.u.: -289.8004
SMILES string: CC(N)(N)F

Each line ends with the Löwdin charge.
Positions of all 12 atoms, in Å:
H: -0.67 0.45 -1.96  0.082
C: -0.57 0.01 0.02  -0.708
H: -1.24 1.42 1.29  0.088
H: 1.53 -0.44 -0.06  0.080
N: -0.72 0.93 -1.07  0.095
H: -0.02 1.65 -1.02  0.083
C: 0.59 -0.98 -0.09  -0.022
F: -1.75 -0.78 0.01  -0.040
N: -0.48 0.75 1.23  0.100
H: 0.56 -1.69 0.73  0.076
H: -0.49 0.15 2.04  0.087
H: 0.51 -1.53 -1.03  0.078

(4)
Computed, not measured: a 3-piece molecular cluster, C7H16O3 overall in a non-equilibrium geometry, with the ωB97M-V functional and the def2-TZVPD basis.

Energy, a.u.: -501.8490

Each line ends with the Löwdin charge.
Positions of all 26 atoms, in Å:
H: -0.38 0.01 -2.96  0.097
H: 0.41 2.48 -2.24  0.007
H: 0.16 3.36 -0.71  0.007
H: -2.42 -2.27 0.61  0.105
C: 0.07 0.95 0.19  -0.189
H: 1.77 2.62 -1.10  0.010
C: 0.69 2.54 -1.20  -0.019
O: -2.01 -1.44 0.33  -0.035
C: -0.85 -0.02 -1.98  -0.009
H: 0.29 -2.80 -0.10  0.080
H: 1.08 -2.23 1.40  0.082
H: 2.10 0.78 0.95  0.081
O: -0.95 -0.89 2.29  -0.025
H: -1.38 -0.97 -1.93  0.085
H: -0.33 -3.28 1.49  0.086
C: 1.11 1.13 1.25  -0.063
H: -1.59 0.77 -1.92  0.096
C: 0.17 0.09 -0.90  -0.431
H: 1.22 2.19 1.48  0.086
C: 0.13 -2.45 0.92  -0.042
H: 1.94 -0.48 -0.49  0.107
C: -0.76 -1.24 0.94  -0.500
H: 0.84 0.60 2.16  0.075
H: -1.71 -0.29 2.35  0.099
O: 1.32 -0.52 -1.22  0.080
H: -0.92 1.35 0.38  0.132

(5)
Computed, not measured: a 2-piece molecular cluster, C31H29F2N2 overall in a non-equilibrium geometry, with the ωB97M-V functional and the def2-TZVPD basis.

Energy, a.u.: -1507.6328
Net charge: +1

Each line ends with the Löwdin charge.
Positions of all 64 atoms, in Å:
N: -0.77 -2.58 -1.48  -0.075
C: 1.37 1.31 1.29  0.011
H: -1.22 -2.87 0.52  0.132
H: -6.61 4.52 0.83  0.105
H: 3.54 1.19 1.35  0.135
C: 0.20 2.14 1.32  -0.159
C: 2.87 3.21 1.53  -0.158
H: -0.37 4.17 1.95  0.119
C: 2.07 -2.14 -2.92  -0.010
C: -4.99 3.28 1.51  -0.171
H: -1.06 0.56 0.58  0.127
C: 1.48 -5.87 0.05  -0.069
C: -0.29 -1.59 -2.32  -0.308
H: -3.33 -1.63 -3.22  0.102
C: -4.75 1.90 1.64  0.004
H: -5.62 1.27 1.83  0.132
C: -2.60 3.60 1.10  0.075
C: -2.33 2.19 1.21  -0.171
H: 4.15 -2.51 -3.37  0.115
C: 1.15 -1.25 -2.36  -0.161
H: -2.49 -3.81 -1.75  0.117
H: -0.51 -5.19 -0.46  0.114
H: -1.83 4.27 0.73  0.126
F: -4.07 5.44 1.38  0.073
H: -7.07 3.08 1.75  0.088
C: 2.93 0.31 -1.87  -0.086
H: 3.52 -6.23 0.65  0.104
H: 4.42 4.46 0.72  0.111
H: -2.77 -2.26 -0.93  0.110
C: -3.88 4.08 1.31  -0.180
C: 3.84 -0.57 -2.45  -0.077
H: -2.19 -2.79 -3.90  0.121
C: -3.47 1.38 1.50  0.011
C: -2.21 -2.76 -1.73  -0.145
C: 2.05 -3.17 0.50  -0.050
H: 1.73 -3.10 -3.29  0.129
C: 0.77 -3.56 0.11  -0.216
H: -0.03 -1.55 0.21  0.096
C: 0.49 -4.91 -0.13  -0.036
H: 4.04 -3.81 1.00  0.104
N: -1.24 -1.07 -3.05  0.108
C: -6.34 3.88 1.68  -0.008
C: 2.65 1.83 1.40  0.000
H: 0.82 0.65 -1.43  0.101
H: 4.97 3.00 1.58  0.090
F: 1.94 5.35 1.89  0.078
H: 1.25 -6.91 -0.14  0.106
H: 1.25 0.24 1.13  0.106
C: 1.57 -0.02 -1.85  -0.048
H: -3.34 0.30 1.54  0.123
H: 2.25 -2.10 0.63  0.098
C: 3.05 -4.13 0.69  -0.078
C: 0.45 3.51 1.71  0.098
H: 3.26 1.24 -1.41  0.095
H: 4.39 4.40 2.49  0.109
C: -0.35 -2.57 -0.09  -0.130
C: -2.35 -2.07 -3.07  -0.176
H: 4.90 -0.31 -2.47  0.108
H: -6.41 4.48 2.60  0.109
C: 4.23 3.81 1.58  0.000
C: -1.06 1.59 0.96  0.144
C: 2.75 -5.48 0.49  -0.083
C: 1.74 4.00 1.69  -0.177
C: 3.42 -1.80 -2.95  -0.062

(6)
Computed, not measured: a 2-piece molecular cluster, C4H9ClOS overall in a non-equilibrium geometry, with the ωB97M-V functional and the def2-TZVPD basis.

Energy, a.u.: -1091.2838

Each line ends with the Löwdin charge.
Positions of all 16 atoms, in Å:
H: 0.36 0.40 1.76  -0.006
H: 0.36 1.90 0.73  0.050
C: 0.84 0.19 -1.14  -0.581
H: 1.58 0.90 -0.75  0.084
H: 2.57 -1.34 1.14  -0.112
H: -1.78 -0.63 -1.67  0.096
O: 0.48 -1.84 0.89  -0.658
S: 1.47 -1.43 1.90  0.783
C: -0.11 1.05 1.00  -0.092
H: -2.37 0.68 -0.51  0.090
C: -0.33 0.26 -0.21  -0.406
H: 1.43 -0.69 -1.28  0.052
C: -1.67 -0.18 -0.59  -0.115
H: -1.09 1.20 1.55  0.116
Cl: 0.39 0.57 -2.81  0.593
H: -2.13 -1.05 -0.01  0.107

- What is the energy in the third record?
  -289.8004 a.u.

- The highest energy belongs to which entry?
  C2H7FN2